The following is a DFT calculation (ωB97M-V/def2-TZVPD) of a molecular structure, C3H7N3O2 at a distorted geometry.

## Properties
E	-11787.034	eV

The geometry in XYZ format:
```
15
Properties=species:S:1:pos:R:3:forces:R:3:nbo_charge:R:1
C -1.370 0.367 -0.797 0.39 1.82 -0.80 -0.302
N -0.420 1.290 -0.612 -0.87 -0.68 -0.74 -0.084
C 0.895 -0.523 0.681 -1.86 -0.65 0.14 0.605
N 0.505 1.413 -1.529 -0.35 -0.10 0.07 -0.514
N 0.896 -0.257 1.992 0.07 0.10 0.06 -0.822
C -0.611 -1.153 0.265 3.55 -0.75 2.00 0.248
O 1.829 -0.402 -0.086 0.02 -0.21 -0.16 -0.669
O -1.343 -1.471 1.197 -0.39 0.39 -0.57 -0.623
H 0.592 0.705 -2.258 -0.09 0.09 0.17 0.365
H 1.374 1.806 -1.205 0.00 0.02 0.09 0.398
H 0.056 -0.495 2.503 0.13 0.07 0.00 0.424
H 1.725 0.089 2.448 -0.10 -0.07 0.01 0.400
H -2.281 0.541 -0.243 0.15 -0.24 0.29 0.236
H -1.495 -0.079 -1.788 0.16 -0.09 0.11 0.184
H -0.352 -1.831 -0.566 -0.82 0.30 -0.66 0.155
```
Positions in Å, forces in eV/Å.